[1]
{
  "formula": "H14NO5",
  "method": "the ωB97M-V functional and the def2-TZVPD basis",
  "symbols": ["N", "H", "H", "H", "H", "H", "H", "O", "H", "H", "O", "H", "H", "O", "H", "H", "O", "H", "H", "O"],
  "coordinates": [[-1.357655, -0.700056, -0.796422], [-2.239942, -1.125598, -1.095594], [-0.923635, -1.423104, -0.217482], [-0.720812, -0.508619, -1.582867], [-1.546283, 0.005452, -0.059841], [1.307227, 2.428400, 1.135179], [0.375095, 3.500244, 0.542771], [0.972413, 2.779264, 0.303242], [-2.094369, -2.006750, -3.922361], [-0.696463, -1.546974, -4.037356], [-1.521488, -1.299469, -3.601149], [-2.488807, 0.506848, 2.255234], [-1.344066, 1.241991, 1.621736], [-1.657918, 0.341835, 1.780386], [-0.127306, 1.392920, -3.039836], [1.127734, 1.239547, -2.189185], [0.240187, 0.882743, -2.312110], [4.194469, -2.069614, 4.298902], [4.601026, -1.930144, 5.776946], [3.900586, -1.708918, 5.139802]],
  "atomic_forces_ev_per_a": [[-0.4, -1.5, 1.3], [0.2, 0.4, -0.3], [0.2, -0.2, -0.2], [-0.3, 0.9, 0.0], [0.1, 0.3, -0.6], [0.1, 0.2, 0.0], [0.3, 0.0, 0.0], [-0.4, -0.2, 0.0], [-0.4, 0.2, 0.1], [0.2, 0.3, 0.1], [0.2, -0.6, -0.2], [0.2, -0.4, 0.0], [0.3, 0.0, 0.2], [-0.4, 0.6, -0.2], [-0.1, 0.0, -0.1], [0.0, 0.0, 0.2], [0.2, 0.0, -0.2], [0.1, -0.1, 0.0], [-0.4, 0.1, -0.4], [0.3, 0.0, 0.3]],
  "mulliken_charge": [-0.400, 0.380, 0.371, 0.367, 0.328, 0.316, 0.314, -0.614, 0.311, 0.332, -0.640, 0.360, 0.321, -0.715, 0.303, 0.309, -0.643, 0.318, 0.331, -0.649],
  "max_force_ev_per_a": 2.01,
  "de_lowest_kj_mol": 130.6,
  "orbital_gap_ev": 10.24,
  "charge": 1,
  "homo_energy_ev": -13.326
}

[2]
{
  "formula": "H14NO5",
  "method": "the ωB97M-V functional and the def2-TZVPD basis",
  "symbols": ["N", "H", "H", "H", "H", "H", "H", "O", "H", "H", "O", "H", "H", "O", "H", "H", "O", "H", "H", "O"],
  "coordinates": [[-0.621167, 0.244434, -0.130937], [-0.340461, 0.021117, 0.828470], [-1.162284, 1.111936, -0.094698], [-1.286704, -0.510347, -0.436984], [0.239852, 0.400784, -0.709388], [4.162996, -0.840125, -0.593843], [4.719534, 0.587053, -0.396345], [3.930385, 0.040203, -0.309926], [-0.506043, -2.424036, 3.220450], [-0.631739, -2.535560, 1.693982], [-0.533737, -1.904475, 2.398673], [-1.733119, 3.724522, 1.624030], [-2.459293, 2.374366, 1.644313], [-1.636570, 2.791634, 1.382943], [1.830575, 0.464103, -2.537231], [2.462836, 0.516740, -1.116761], [1.611882, 0.563907, -1.609983], [-2.736684, -0.965919, -2.151066], [-2.811218, -2.286171, -1.406257], [-2.499039, -1.374165, -1.299442]],
  "atomic_forces_ev_per_a": [[-0.7, -0.1, 0.7], [0.0, 0.1, 0.0], [0.2, 0.2, 0.2], [0.7, 0.4, -0.3], [-0.2, -0.4, -0.3], [0.3, -0.4, -0.1], [0.0, -0.1, 0.0], [-0.2, 0.5, 0.1], [0.0, 0.3, -0.4], [0.0, -0.6, -0.2], [0.1, 0.4, 0.5], [0.1, -0.3, -0.1], [-0.2, 0.1, 0.2], [0.1, 0.0, -0.2], [0.0, 0.0, -0.2], [-0.1, -0.1, -0.2], [0.1, 0.1, 0.3], [0.1, -0.1, 0.4], [0.1, 0.2, 0.3], [-0.4, -0.3, -0.8]],
  "mulliken_charge": [-0.324, 0.392, 0.351, 0.350, 0.304, 0.343, 0.344, -0.709, 0.318, 0.309, -0.621, 0.316, 0.331, -0.650, 0.298, 0.397, -0.712, 0.317, 0.322, -0.676],
  "max_force_ev_per_a": 0.99,
  "de_lowest_kj_mol": 52.6,
  "orbital_gap_ev": 12.17,
  "charge": 1,
  "homo_energy_ev": -14.950
}

[3]
{
  "formula": "H14O6S",
  "method": "the ωB97M-V functional and the def2-TZVPD basis",
  "symbols": ["S", "H", "H", "H", "H", "O", "H", "H", "O", "H", "H", "O", "H", "H", "O", "H", "H", "O", "H", "H", "O"],
  "coordinates": [[2.202761, -0.544665, 3.688418], [2.002884, -0.133169, 4.893060], [1.130859, -0.191298, 3.031906], [0.518881, 0.361749, -0.577641], [0.360179, 1.815586, -0.359791], [0.771791, 1.012085, 0.017269], [-1.356702, -0.048381, 0.955954], [-0.196891, 0.775430, 1.693497], [-1.152463, 0.507050, 1.739497], [2.500627, -2.276339, -0.777554], [2.245880, -0.843035, -0.205295], [2.061797, -1.359976, -0.983983], [-1.036993, -1.536785, -1.059515], [0.459441, -1.323345, -1.758106], [-0.506627, -0.963518, -1.709244], [-1.984114, 2.897201, 0.382324], [-2.450771, 3.647396, 1.606028], [-1.612204, 3.452585, 1.142250], [-1.051805, -1.333020, -3.359596], [-1.185691, -2.355005, -4.263476], [-1.720836, -1.560544, -4.096003]],
  "atomic_forces_ev_per_a": [[1.9, -1.3, -1.4], [-0.9, 0.7, 1.2], [-1.1, 0.5, 0.2], [-1.0, -2.2, -1.9], [0.5, -0.4, 0.5], [1.0, 2.8, 1.1], [0.7, 0.7, 0.8], [-1.6, -0.4, -0.7], [0.3, -0.5, 0.1], [-1.2, 2.6, -0.7], [0.1, 0.6, 0.5], [1.5, -3.3, 0.1], [1.5, 1.0, -1.6], [-2.1, 0.6, 0.7], [0.8, -1.6, 1.1], [1.0, 1.0, 1.5], [0.7, 0.0, 0.0], [-1.7, -0.9, -1.5], [-2.0, 0.9, -0.8], [-0.9, -0.4, -1.1], [2.6, -0.5, 1.6]],
  "mulliken_charge": [-0.253, 0.143, 0.111, 0.425, 0.273, -0.658, 0.271, 0.338, -0.605, 0.331, 0.325, -0.695, 0.348, 0.448, -0.834, 0.312, 0.301, -0.610, 0.351, 0.308, -0.629],
  "max_force_ev_per_a": 3.64,
  "de_lowest_kj_mol": 195.3,
  "smiles": "O.O.O.O.O.O.S",
  "orbital_gap_ev": 9.78,
  "charge": 0,
  "homo_energy_ev": -9.882
}

[4]
{
  "formula": "H14O7",
  "method": "the ωB97M-V functional and the def2-TZVPD basis",
  "symbols": ["O", "H", "H", "O", "H", "H", "O", "H", "H", "O", "H", "H", "O", "H", "H", "O", "H", "H", "O", "H", "H"],
  "coordinates": [[1.461579, 1.883567, -1.844697], [1.654209, 0.949177, -1.766977], [1.326089, 2.023537, -2.781867], [-1.886231, -2.543523, -0.161597], [-2.273941, -2.644693, -1.030897], [-1.774121, -3.439193, 0.156893], [-0.590101, 0.461827, 2.256893], [-0.097481, 1.161387, 1.827733], [-0.027901, 0.180347, 2.978653], [0.556039, -0.506503, -0.121587], [0.347319, -0.005913, 0.667133], [-0.230511, -1.024663, -0.292117], [2.588209, -1.123953, -2.058727], [3.401449, -1.214003, -1.561957], [1.912029, -1.002543, -1.392187], [0.576089, 2.639877, 0.859973], [0.921629, 2.421677, -0.005597], [-0.232961, 3.119277, 0.681543], [-2.908681, -0.315253, 1.246683], [-2.105761, 0.025997, 1.640523], [-2.616941, -1.046433, 0.702183]],
  "atomic_forces_ev_per_a": [[0.0, 0.6, 0.2], [0.0, -0.6, 0.1], [-0.1, 0.1, -0.2], [0.4, 1.2, 0.4], [-0.4, -0.2, -0.9], [0.2, -0.9, 0.4], [0.2, -0.2, 0.5], [0.2, 1.2, -0.2], [0.0, -0.3, 0.3], [0.9, 0.2, -0.6], [-0.1, -0.2, 0.2], [-0.7, -0.7, -0.1], [0.4, 0.2, -0.7], [0.2, 0.0, 0.1], [-0.7, -0.2, 0.7], [0.0, 0.0, 0.8], [0.2, -0.2, -0.9], [-0.3, 0.1, -0.1], [-0.9, 0.5, 0.0], [0.1, 0.0, 0.2], [0.1, -0.6, -0.3]],
  "mulliken_spin": [0.185, -0.051, -0.071, 0.171, -0.123, 0.025, 0.170, -0.056, -0.095, 0.691, -0.153, -0.032, 0.018, -0.082, -0.044, 0.127, -0.028, -0.043, 0.473, -0.109, 0.026],
  "max_force_ev_per_a": 1.32,
  "de_lowest_kj_mol": 22.2,
  "spin_multiplicity": 2,
  "orbital_gap_ev": [2.36, 9.85],
  "charge": -1,
  "homo_energy_ev": [0.734, -6.837]
}